Record 1
Computed, not measured: a molecular structure, C58H56N7OPTaTe, with ωB97M-V/def2-TZVPD.

ORCA input file:
```
! wB97M-V def2-TZVPD RIJCOSX def2/J DEFGRID3
* xyz 3 1
Ta -0.345 0.286 0.029
C 0.049 -3.767 -1.595
C -0.718 -2.884 -0.675
O -0.427 -1.648 -0.617
N -1.682 -3.409 0.046
C -2.656 -2.634 0.824
C -3.524 -1.875 -0.138
C -4.763 -2.362 -0.510
C -5.428 -1.770 -1.574
C -4.792 -0.743 -2.247
C -3.567 -0.292 -1.783
N -2.945 -0.809 -0.716
H 1.080 -3.427 -1.658
H -0.389 -3.689 -2.595
H 0.016 -4.806 -1.273
H -1.860 -4.395 -0.088
H -2.102 -1.977 1.491
H -3.225 -3.325 1.440
H -5.193 -3.204 0.018
H -6.406 -2.118 -1.880
H -5.239 -0.269 -3.110
H -3.082 0.538 -2.278
C -5.231 2.117 3.260
C -4.461 3.272 3.180
C -3.200 3.243 2.607
C -2.717 2.040 2.108
C -3.482 0.886 2.178
C -4.739 0.920 2.759
N -1.385 1.940 1.542
N -0.649 2.902 1.814
C 0.706 2.699 1.541
C 1.567 3.685 2.007
C 2.929 3.425 2.053
C 3.392 2.172 1.676
C 2.522 1.214 1.168
C 1.149 1.456 1.029
H -6.214 2.154 3.710
H -4.846 4.205 3.567
H -2.602 4.140 2.544
H -3.096 -0.043 1.778
H -5.332 0.016 2.823
H 1.152 4.613 2.375
H 3.613 4.175 2.427
H 4.444 1.935 1.767
H 2.941 0.263 0.881
N 3.022 -1.084 -1.043
P 1.851 -0.076 -1.736
C 1.161 -1.042 -3.115
C -0.137 -0.803 -3.564
C -0.666 -1.539 -4.613
C 0.096 -2.529 -5.221
C 1.381 -2.791 -4.766
C 1.909 -2.056 -3.714
C 3.053 1.116 -2.428
C 3.394 2.308 -1.791
C 4.399 3.110 -2.302
C 5.078 2.737 -3.454
C 4.739 1.559 -4.100
C 3.727 0.753 -3.594
C 2.840 -2.071 -0.085
C 3.757 -3.122 0.017
C 3.496 -4.132 0.914
C 2.334 -4.072 1.677
C 1.525 -2.969 1.540
N 1.771 -1.951 0.698
H 3.939 -1.027 -1.466
H -0.746 -0.030 -3.106
H -1.669 -1.333 -4.965
H -0.311 -3.095 -6.048
H 1.976 -3.566 -5.233
H 2.905 -2.291 -3.358
H 2.870 2.628 -0.904
H 4.648 4.038 -1.802
H 5.861 3.368 -3.852
H 5.251 1.266 -5.006
H 3.461 -0.142 -4.140
H 4.631 -3.146 -0.620
H 4.181 -4.964 1.014
H 2.083 -4.851 2.384
H 0.633 -2.864 2.144
Te -0.338 -0.244 3.203
C -1.504 -1.711 4.176
C -1.473 -3.076 3.905
C -2.240 -3.945 4.668
C -3.037 -3.453 5.694
C -3.071 -2.091 5.958
C -2.306 -1.214 5.199
C 1.533 -0.720 4.047
C 1.884 -1.987 4.494
C 3.093 -2.164 5.151
C 3.940 -1.084 5.359
C 3.569 0.184 4.936
C 2.356 0.374 4.289
H -0.851 -3.484 3.113
H -2.206 -5.009 4.471
H -3.626 -4.134 6.293
H -3.686 -1.708 6.761
H -2.334 -0.153 5.414
H 1.211 -2.827 4.384
H 3.365 -3.145 5.518
H 4.877 -1.226 5.880
H 4.210 1.033 5.134
H 2.051 1.372 3.997
C 1.393 4.581 -4.061
N 0.605 3.365 -4.140
C 0.849 2.577 -5.329
C 0.451 2.632 -2.917
C -0.927 2.655 -2.296
C -1.804 3.599 -2.820
C -3.054 3.838 -2.278
C -3.459 3.080 -1.194
C -2.609 2.114 -0.700
C -1.300 1.849 -1.180
H 2.474 4.395 -4.140
H 1.201 5.088 -3.115
H 1.111 5.264 -4.863
H 1.861 2.144 -5.361
H 0.729 3.203 -6.212
H 0.122 1.765 -5.402
H 1.141 3.008 -2.156
H 0.725 1.592 -3.097
H -1.462 4.162 -3.677
H -3.699 4.597 -2.702
H -4.435 3.215 -0.744
H -3.036 1.499 0.072
*
```

Properties
frontier orbital gap: 0.18991 Ha
ΔE to the lowest compared entry with this formula, charge and spin: 138.29 kJ/mol

---

Record 2
Computed, not measured: a single C20H25FN4OS molecule in a non-equilibrium geometry, with ωB97M-V/def2-TZVPD.

ORCA input file:
```
! wB97M-V def2-TZVPD RIJCOSX def2/J DEFGRID3
* xyz 0 1
C 2.714 7.175 1.258
C 1.747 7.001 0.094
C 0.963 5.695 0.199
C 0.011 5.518 -0.996
N -0.977 4.466 -0.925
C -2.028 4.676 0.043
C -0.517 3.106 -1.034
C -0.022 2.418 0.260
N 0.298 1.035 0.012
C -0.493 0.022 0.443
O -1.466 0.194 1.154
C -0.083 -1.326 0.018
C -0.646 -2.486 0.455
C -0.053 -3.630 -0.131
C -0.086 -5.047 -0.222
C -0.934 -6.017 0.452
C -1.182 -7.252 -0.150
C -1.983 -8.196 0.459
C -2.561 -7.932 1.692
C -2.320 -6.722 2.318
C -1.513 -5.787 1.698
F -1.269 -4.633 2.354
N 0.821 -5.458 -1.102
N 1.456 -4.386 -1.590
C 2.505 -4.518 -2.557
C 0.959 -3.270 -1.034
S 1.215 -1.580 -1.161
H 3.436 6.361 1.282
H 2.175 7.181 2.204
H 3.258 8.112 1.168
H 2.303 7.013 -0.847
H 1.048 7.840 0.074
H 1.670 4.863 0.237
H 0.389 5.695 1.127
H -0.543 6.453 -1.134
H 0.604 5.352 -1.901
H -2.781 3.899 -0.086
H -1.691 4.657 1.088
H -2.491 5.644 -0.150
H 0.284 3.082 -1.779
H -1.352 2.506 -1.416
H -0.815 2.417 1.010
H 0.858 2.924 0.664
H 1.052 0.839 -0.628
H -1.444 -2.490 1.173
H -0.726 -7.445 -1.108
H -2.163 -9.142 -0.028
H -3.192 -8.666 2.168
H -2.742 -6.492 3.284
H 2.627 -5.578 -2.767
H 2.245 -3.986 -3.475
H 3.439 -4.110 -2.165
*
```

Properties
frontier orbital gap: 0.31220 Ha
structure (SMILES): CCCCN(C)CCNC(=O)c1cc2c(-c3ccccc3F)nn(C)c2s1
ΔE to the lowest compared entry with this formula, charge and spin: 38.53 kJ/mol

---

Record 3
Computed, not measured: a single C4H6O2 molecule in a non-equilibrium geometry, with ωB97M-V/def2-TZVPD.

ORCA input file:
```
! wB97M-V def2-TZVPD RIJCOSX def2/J DEFGRID3
* xyz 0 1
C 1.441 0.162 -0.711
C 0.318 0.772 0.126
O 0.039 1.941 0.063
C -0.528 -0.279 1.022
C -1.609 -0.474 -0.001
O -1.335 -0.258 -1.162
H 1.173 0.117 -1.774
H 1.681 -0.853 -0.388
H 2.324 0.800 -0.620
H 0.103 -1.166 1.146
H -0.954 -0.072 2.025
H -2.654 -0.690 0.274
*
```

Properties
frontier orbital gap: 0.38565 Ha
structure (SMILES): CC(=O)CC=O
ΔE to the lowest compared entry with this formula, charge and spin: 137.04 kJ/mol

---

The lowest frontier orbital gap belongs to which entry?
C58H56N7OPTaTe

---

Number 1 is which compound?
C58H56N7OPTaTe

---

Which of these has the highest ΔE to the lowest compared entry with this formula, charge and spin?
C58H56N7OPTaTe